The following is a quantum chemistry calculation of a cluster of 2 separate species, C3H8NO in total at a distorted geometry, from the Open Molecules 2025 dataset.

For the energy above the lowest of the compared OMol25 structures with the same formula, charge and spin, the calculation gives 66.1 kJ/mol. Its maximum force is 1.2 eV/A. The value obtained for the total energy is -6777.30704 eV. The value obtained for the HOMO-LUMO gap is 0.2442 Eh. Its charge is -1. The calculation puts the HOMO energy at -2.19 eV. For the molecular weight, the calculation gives 74.103 g/mol. Its LUMO energy is 4.5 eV.

Last column: Mulliken charge in e.
Atoms and positions in Å:
1 O 1.896 -0.979 -0.228  -0.620
2 N -0.638 -0.659 -0.901  -0.910
3 C -1.494 0.103 -0.157  0.002
4 C -2.158 -0.148 1.003  -0.893
5 C 2.121 0.392 0.026  -0.536
6 H 0.944 -1.067 -0.502  0.446
7 H 2.113 0.501 1.120  0.179
8 H -1.692 1.096 -0.611  0.258
9 H -0.855 -0.426 -1.866  0.090
10 H 3.110 0.673 -0.333  0.213
11 H -2.797 0.599 1.445  0.275
12 H -1.916 -1.105 1.456  0.274
13 H 1.366 1.019 -0.451  0.221